(1)
This record from OMol25 describes C35H30N5O4RuSTe as an isolated structure. The level of theory is ωB97M-V/def2-TZVPD.

- Multiplicity: 2
- Charge: 0
- Kohn-Sham gap (spin up / spin down): 7.2468 / 6.1498 eV
- M: 845.39 g/mol
- Expectation value of S²: 0.755

Last column: Löwdin charge in e.
Positions of all 77 atoms, in Å:
Ru 0.878 0.529 -0.020  1.007
O 2.610 -0.204 6.799  -0.035
C 3.416 0.028 5.883  -0.694
O 4.651 0.121 5.856  -0.023
C 2.741 0.216 4.493  -0.071
C 1.361 0.235 4.370  0.022
C 0.781 0.376 3.125  -0.101
N 1.500 0.482 2.000  -0.048
C 2.851 0.530 2.122  -0.187
C 3.490 0.400 3.336  0.076
C 3.639 0.827 0.870  -0.597
O 4.805 1.145 0.912  0.101
O 2.935 0.793 -0.244  -0.307
H 0.763 0.131 5.265  0.121
H -0.290 0.427 3.018  0.091
H 4.568 0.454 3.400  0.135
N 0.917 0.917 -2.142  0.021
C -0.102 0.595 -3.117  -0.230
C 0.288 0.300 -4.414  -0.024
C -0.662 0.063 -5.392  -0.075
C -2.007 0.129 -5.062  -0.073
C -2.386 0.396 -3.757  -0.025
C -1.446 0.631 -2.752  -0.129
C -1.892 0.757 -1.341  -0.193
C -3.133 1.316 -1.045  -0.046
C -3.648 1.287 0.248  -0.087
C -2.965 0.614 1.242  -0.077
C -1.736 0.033 0.938  -0.171
C -1.129 0.187 -0.301  -0.250
H 1.824 0.605 -2.482  0.102
H 0.986 1.932 -2.094  0.098
H 1.344 0.267 -4.660  0.119
H -0.352 -0.172 -6.401  0.107
H -2.763 -0.057 -5.814  0.107
H -3.436 0.386 -3.494  0.112
H -3.704 1.795 -1.832  0.110
H -4.599 1.760 0.458  0.104
H -3.375 0.537 2.241  0.108
H -1.235 -0.558 1.695  0.057
C -2.751 5.353 0.694  -0.087
C -1.686 4.991 1.731  -0.232
C -0.527 4.293 1.099  -0.589
N -0.489 3.031 0.887  0.064
N 0.646 2.631 0.230  -0.118
C 1.478 3.610 -0.037  -0.672
N 2.642 3.450 -0.709  0.121
S 0.879 5.138 0.499  1.139
H -3.603 5.832 1.176  0.076
H -3.099 4.454 0.185  0.065
H -2.355 6.039 -0.055  0.075
H -2.098 4.313 2.478  0.117
H -1.338 5.883 2.254  0.108
H 3.030 2.501 -0.663  0.060
H 3.316 4.194 -0.643  0.107
Te 1.600 -2.015 -0.230  1.593
C 0.656 -2.800 -1.945  -0.492
C -0.722 -2.753 -2.118  -0.125
C -1.292 -3.335 -3.240  -0.071
C -0.488 -3.941 -4.197  -0.078
C 0.887 -3.975 -4.031  -0.082
C 1.462 -3.412 -2.898  -0.148
C 0.611 -3.227 1.173  -0.486
C 1.373 -4.150 1.880  -0.136
C 0.760 -4.960 2.826  -0.071
C -0.602 -4.848 3.059  -0.071
C -1.360 -3.925 2.350  -0.068
C -0.755 -3.106 1.409  -0.137
H -1.350 -2.270 -1.381  0.086
H -2.365 -3.305 -3.371  0.109
H -0.938 -4.388 -5.075  0.106
H 1.515 -4.453 -4.771  0.106
H 2.535 -3.463 -2.756  0.090
H 2.438 -4.233 1.704  0.094
H 1.351 -5.674 3.384  0.110
H -1.075 -5.478 3.802  0.107
H -2.422 -3.834 2.537  0.108
H -1.348 -2.378 0.860  0.068


(2)
This record from OMol25 describes C35H30N5O4RuSTe as an isolated structure. The level of theory is ωB97M-V/def2-TZVPD.

- Multiplicity: 2
- Charge: 0
- Kohn-Sham gap (spin up / spin down): 7.3904 / 3.1201 eV
- M: 845.39 g/mol
- Expectation value of S²: 0.824

Last column: Löwdin charge in e.
Positions of all 77 atoms, in Å:
Ru -0.556 1.122 0.123  0.932
O -3.966 -3.688 -2.850  0.103
C -3.949 -3.440 -1.654  -0.604
O -4.825 -3.937 -0.873  0.166
C -2.885 -2.562 -1.067  -0.118
C -1.783 -2.233 -1.846  0.027
C -0.936 -1.234 -1.400  -0.081
N -1.153 -0.586 -0.250  -0.141
C -2.134 -1.012 0.573  -0.164
C -3.035 -1.986 0.187  0.063
C -2.195 -0.307 1.934  -0.641
O -3.102 -0.551 2.707  0.064
O -1.159 0.399 2.071  -0.135
H -1.642 -2.692 -2.814  0.129
H -0.095 -0.891 -1.989  0.112
H -3.841 -2.255 0.857  0.139
N 1.161 0.222 0.920  0.013
C 2.506 0.220 0.388  -0.221
C 3.462 -0.390 1.196  -0.036
C 4.783 -0.485 0.811  -0.083
C 5.136 0.027 -0.426  -0.080
C 4.183 0.624 -1.229  -0.032
C 2.835 0.774 -0.855  -0.122
C 1.865 1.424 -1.807  -0.220
C 2.410 2.025 -2.960  -0.066
C 1.636 2.424 -4.033  -0.092
C 0.271 2.161 -3.995  -0.084
C -0.279 1.655 -2.833  -0.173
C 0.451 1.385 -1.655  -0.251
H 0.847 -0.739 1.032  0.112
H 1.165 0.583 1.872  0.105
H 3.143 -0.799 2.149  0.118
H 5.512 -0.963 1.451  0.105
H 6.155 -0.051 -0.783  0.106
H 4.511 0.961 -2.199  0.095
H 3.474 2.191 -3.040  0.091
H 2.098 2.889 -4.894  0.099
H -0.362 2.375 -4.849  0.105
H -1.348 1.471 -2.833  0.035
C -2.829 4.720 3.969  -0.091
C -1.389 4.308 4.246  -0.232
C -0.617 3.986 3.003  -0.586
N -1.052 3.282 2.027  0.006
N -0.083 2.976 1.093  -0.177
C 1.061 3.556 1.345  -0.683
N 2.138 3.446 0.546  0.140
S 1.059 4.453 2.823  1.116
H -3.341 4.941 4.906  0.079
H -3.360 3.911 3.473  0.054
H -2.871 5.606 3.335  0.082
H -1.387 3.401 4.854  0.124
H -0.857 5.078 4.808  0.101
H 1.987 3.089 -0.391  0.080
H 2.954 4.004 0.715  0.107
Te -2.650 2.664 -0.687  1.523
C -4.324 2.493 0.611  -0.473
C -4.754 3.616 1.302  -0.171
C -5.871 3.540 2.124  -0.093
C -6.560 2.344 2.255  -0.077
C -6.140 1.225 1.549  -0.064
C -5.032 1.305 0.721  -0.124
C -3.748 2.076 -2.399  -0.508
C -4.074 0.746 -2.632  -0.128
C -4.837 0.395 -3.737  -0.060
C -5.269 1.378 -4.617  -0.079
C -4.940 2.705 -4.391  -0.083
C -4.180 3.058 -3.282  -0.138
H -4.218 4.553 1.205  0.087
H -6.200 4.418 2.666  0.105
H -7.423 2.284 2.904  0.104
H -6.668 0.285 1.649  0.111
H -4.727 0.426 0.169  0.086
H -3.736 -0.017 -1.949  0.079
H -5.095 -0.643 -3.902  0.110
H -5.864 1.106 -5.479  0.105
H -5.278 3.473 -5.074  0.104
H -3.930 4.096 -3.108  0.091


Most stable structure, least stable structure: (1), (2).


(1)
This record from OMol25 describes H5O3 as an isolated structure. The level of theory is ωB97M-V/def2-TZVPD.

- Charge: -1
- Kohn-Sham gap: 9.2582 eV
- M: 53.04 g/mol

Last column: natural (NBO) charge in e.
Positions of all 8 atoms, in Å:
O 0.517 0.868 -0.034  -1.124
H 0.558 1.704 0.302  0.434
O 0.050 -0.349 2.047  -1.162
H 0.667 -1.136 2.099  0.414
H 0.410 0.288 1.026  0.491
O -0.606 -0.496 -2.084  -1.029
H -1.084 -1.163 -1.534  0.449
H -0.236 0.127 -1.329  0.526


(2)
This record from OMol25 describes a 3-piece molecular cluster, H5O3 overall. The level of theory is ωB97M-V/def2-TZVPD.

- Charge: -1
- Kohn-Sham gap: 8.7117 eV
- M: 53.04 g/mol

Last column: natural (NBO) charge in e.
Positions of all 8 atoms, in Å:
O -0.310 2.221 -0.642  -0.969
H 0.373 1.757 -1.129  0.484
O -0.381 -1.196 1.467  -1.092
H -0.069 -0.434 1.989  0.437
H 0.046 -1.187 0.458  0.500
O 0.703 -1.055 -0.829  -1.247
H -0.818 1.460 -0.403  0.483
H 0.134 -1.824 -1.011  0.403


Most stable structure, least stable structure: (1), (2).


(1)
This record from OMol25 describes C12H22AlFO5PS as an isolated structure. The level of theory is ωB97M-V/def2-TZVPD.

- Charge: -1
- Kohn-Sham gap: 7.9145 eV
- M: 355.32 g/mol

Last column: natural (NBO) charge in e.
Positions of all 43 atoms, in Å:
C 5.760 -1.031 -0.223  -0.611
C 4.210 -0.762 -0.361  -0.452
C 3.797 0.484 0.452  -0.034
O 2.415 0.776 0.569  -0.951
Al 1.234 -0.132 -0.507  1.346
C 0.691 -1.840 0.494  -1.015
C -0.170 -2.801 -0.392  -0.415
C 0.671 -3.838 -1.172  -0.643
S 1.731 -4.868 -0.110  2.270
O 2.044 -6.106 -0.870  -0.940
O 2.984 -4.191 0.270  -0.923
O 0.825 -5.274 1.193  -0.858
P -0.824 1.029 -0.803  0.854
O -1.808 0.826 0.369  -1.167
H 5.901 -2.014 0.246  0.207
H 6.275 -0.237 0.330  0.196
H 6.184 -1.133 -1.231  0.196
H 3.715 -1.690 -0.063  0.230
H 4.058 -0.525 -1.418  0.207
H 4.181 0.334 1.485  0.139
H 4.302 1.398 0.084  0.143
H 1.726 -0.469 -1.982  -0.443
H 1.542 -2.337 0.988  0.212
H 0.013 -1.495 1.299  0.229
H -0.661 -2.170 -1.151  0.216
H -0.957 -3.284 0.207  0.189
H -0.007 -4.536 -1.681  0.240
H 1.269 -3.312 -1.924  0.271
H 0.556 -4.426 1.574  0.507
H -0.640 2.399 -1.181  -0.090
H -1.437 0.411 -1.956  -0.105
F -2.816 4.447 -0.984  -0.322
C -3.888 4.340 -0.181  0.400
C -5.067 4.968 -0.544  -0.293
C -6.177 4.854 0.284  -0.208
C -6.091 4.125 1.464  -0.239
C -4.897 3.504 1.815  -0.191
C -3.789 3.607 0.986  -0.266
H -5.111 5.537 -1.464  0.219
H -7.107 5.334 0.008  0.207
H -6.956 4.040 2.110  0.205
H -4.829 2.939 2.734  0.216
H -2.854 3.120 1.238  0.267


(2)
This record from OMol25 describes C12H22AlFO5PS as an isolated structure. The level of theory is ωB97M-V/def2-TZVPD.

- Charge: -1
- Kohn-Sham gap: 7.9229 eV
- M: 355.32 g/mol

Last column: natural (NBO) charge in e.
Positions of all 43 atoms, in Å:
C -1.850 4.502 3.258  -0.609
C -1.540 3.421 2.212  -0.444
C -1.307 2.067 2.883  -0.016
O -0.880 1.046 2.039  -0.957
Al -0.834 1.033 0.289  1.361
C 0.874 1.772 -0.432  -1.031
C 0.818 1.938 -1.959  -0.406
C 0.232 3.260 -2.458  -0.678
S 1.004 4.732 -1.830  2.373
O 0.988 5.748 -2.838  -0.945
O 0.543 5.026 -0.507  -0.943
O 2.536 4.284 -1.726  -0.899
P -0.701 -1.254 -0.489  0.892
O 0.676 -1.891 -0.504  -1.174
H -1.027 5.213 3.356  0.204
H -2.023 4.058 4.243  0.194
H -2.738 5.080 2.997  0.200
H -0.655 3.694 1.634  0.216
H -2.367 3.333 1.504  0.208
H -0.565 2.206 3.687  0.140
H -2.247 1.777 3.384  0.136
H -2.128 1.641 -0.483  -0.442
H 1.136 2.703 0.084  0.203
H 1.643 1.032 -0.180  0.237
H 0.172 1.167 -2.396  0.215
H 1.791 1.798 -2.442  0.193
H 0.347 3.344 -3.539  0.239
H -0.825 3.364 -2.198  0.260
H 2.587 3.558 -1.071  0.512
H -1.680 -2.105 0.102  -0.106
H -1.260 -1.246 -1.805  -0.125
F -1.499 -5.029 0.111  -0.327
C -0.353 -5.693 -0.143  0.401
C -0.439 -6.957 -0.693  -0.296
C 0.738 -7.645 -0.955  -0.207
C 1.966 -7.066 -0.665  -0.243
C 2.015 -5.792 -0.113  -0.189
C 0.851 -5.086 0.155  -0.267
H -1.409 -7.383 -0.910  0.220
H 0.693 -8.636 -1.389  0.205
H 2.882 -7.604 -0.873  0.205
H 2.969 -5.333 0.109  0.215
H 0.867 -4.076 0.548  0.277


Most stable structure, least stable structure: (2), (1).


(1)
This record from OMol25 describes C2H4BrFO as an isolated structure. The level of theory is ωB97M-V/def2-TZVPD.

- Charge: 0
- Kohn-Sham gap: 11.2538 eV
- M: 142.96 g/mol

Last column: natural (NBO) charge in e.
Positions of all 9 atoms, in Å:
C 0.670 0.720 0.253  -0.694
C -0.539 0.098 -0.311  0.051
O -0.688 -1.434 0.576  -0.200
F 0.297 -2.285 -0.007  -0.187
Br -2.387 0.706 -0.041  0.065
H 1.036 0.323 1.124  0.257
H 1.418 0.446 -0.548  0.236
H 0.645 1.777 0.312  0.241
H -0.451 -0.352 -1.358  0.231


(2)
This record from OMol25 describes a 2-piece molecular cluster, C2H4BrFO overall. The level of theory is ωB97M-V/def2-TZVPD.

- Charge: 0
- Kohn-Sham gap: 7.1865 eV
- M: 142.96 g/mol

Last column: natural (NBO) charge in e.
Positions of all 9 atoms, in Å:
C 0.826 0.504 -0.082  -0.739
C -0.516 0.530 0.554  0.044
O -1.442 -1.587 -0.542  -0.327
F -0.351 -1.878 -1.330  -0.203
Br -0.676 -0.063 2.287  0.225
H 1.582 0.534 0.569  0.230
H 0.757 -0.310 -0.785  0.314
H 1.128 1.297 -0.763  0.251
H -1.308 0.973 0.090  0.205


Most stable structure, least stable structure: (1), (2).


(1)
This record from OMol25 describes C3H4ClNS as an isolated structure. The level of theory is ωB97M-V/def2-TZVPD.

- Charge: 0
- Kohn-Sham gap: 7.9017 eV
- M: 121.59 g/mol

Last column: natural (NBO) charge in e.
Positions of all 10 atoms, in Å:
C -1.318 -0.281 0.039  0.143
C -0.072 0.575 -0.028  -0.475
C 1.190 -0.254 -0.011  -0.581
N -1.494 -1.513 0.047  -0.297
S 0.768 -2.016 0.074  0.230
Cl -2.670 0.728 -0.039  0.036
H -0.031 1.110 -0.984  0.242
H 0.064 1.417 0.753  0.251
H 1.850 0.208 -0.787  0.233
H 1.714 0.026 0.936  0.218


(2)
This record from OMol25 describes a 2-piece molecular cluster, C3H4ClNS overall. The level of theory is ωB97M-V/def2-TZVPD.

- Charge: 0
- Kohn-Sham gap (spin up / spin down): 7.6666 / 7.6693 eV
- M: 121.59 g/mol

Last column: natural (NBO) charge in e.
Positions of all 10 atoms, in Å:
C -2.349 -0.327 0.958  0.000
C 1.195 -0.185 -0.966  -0.713
C 0.549 0.183 0.346  -0.032
N -2.660 -0.889 1.876  -0.353
S -1.846 0.500 -0.364  0.002
Cl 0.936 1.669 1.071  0.107
H 1.648 0.714 -1.240  0.229
H 0.432 -0.252 -1.716  0.268
H 2.032 -0.894 -0.978  0.255
H 0.061 -0.519 1.014  0.237


(3)
This record from OMol25 describes an isolated molecule of C3H4ClNS. The level of theory is ωB97M-V/def2-TZVPD.

- Charge: 0
- Kohn-Sham gap: 7.8860 eV
- M: 121.59 g/mol

Last column: natural (NBO) charge in e.
Positions of all 10 atoms, in Å:
C 0.575 -0.458 -0.642  0.218
C -0.888 -1.091 -0.386  -0.590
C 0.473 1.324 0.843  0.049
N 1.033 0.554 -0.109  -0.430
S -1.650 -0.223 1.080  -0.184
Cl 0.217 2.951 0.380  0.068
H 1.347 -1.092 -1.279  0.199
H -1.465 -0.952 -1.297  0.230
H -0.662 -2.096 -0.308  0.218
H 1.019 1.083 1.719  0.221


Most stable structure, least stable structure: (2), (3).